# 1
The following is a DFT calculation (ωB97M-V/def2-TZVPD) of a 8-piece molecular cluster, C44H64F2NO29P overall in a non-equilibrium geometry.

Structure (XYZ):
```
141
Properties=species:S:1:pos:R:3:mulliken_charge:R:1
C -0.277 -1.937 4.429 -0.58
O -1.681 -1.947 4.062 -0.42
C -1.880 -1.218 2.806 -0.19
C -3.431 -0.788 2.593 -0.22
C -3.783 -0.529 1.020 -0.47
O -2.529 -0.121 0.397 -0.06
P -2.664 -0.116 -1.313 0.43
O -3.978 0.636 -1.660 -0.71
O -2.747 -1.668 -1.996 -0.29
C -1.660 -1.938 -2.935 -0.41
C -0.421 -2.560 -2.083 1.63
C -0.366 -4.176 -2.144 -1.01
O 0.858 -1.926 -2.411 -0.49
C 1.336 -1.283 -1.203 0.36
C 2.745 -0.549 -1.352 -0.19
C 2.865 0.916 -1.871 -0.03
C 4.208 1.708 -2.002 -0.61
C 5.528 0.961 -1.578 -0.14
C 5.472 -0.528 -1.056 -0.60
C 4.078 -1.261 -0.949 -0.41
O -1.369 0.856 -1.889 0.35
N -1.792 2.093 -2.306 0.23
C -1.808 1.998 -3.812 0.46
O -2.710 2.450 -4.531 -0.48
F -0.711 1.328 -4.455 -0.18
C -0.613 2.987 -2.032 0.62
O -0.053 3.693 -2.885 -0.47
F -0.123 2.941 -0.690 -0.20
H -0.155 -2.536 5.406 0.25
H 0.343 -2.429 3.582 0.21
H 0.139 -0.872 4.600 0.26
H -1.230 -0.267 2.861 0.28
H -1.489 -1.871 1.942 0.08
H -3.563 0.183 3.203 -0.12
H -4.126 -1.561 3.066 0.37
H -4.251 -1.478 0.588 0.38
H -4.596 0.281 1.022 0.24
H -2.052 -2.757 -3.656 0.43
H -1.360 -1.057 -3.597 -0.01
H -0.632 -2.286 -0.974 -0.61
H -0.838 -4.563 -1.158 0.16
H 0.697 -4.597 -2.198 0.30
H -0.992 -4.624 -2.999 0.25
H 0.584 -0.475 -0.839 -0.07
H 1.452 -2.068 -0.356 0.33
H 1.907 1.473 -2.155 0.14
H 4.241 2.802 -2.365 0.31
H 6.533 1.522 -1.641 0.37
H 6.431 -1.051 -0.728 0.31
H 4.081 -2.335 -0.545 0.27
C 9.196 5.510 1.394 -1.39
C 9.193 4.138 0.758 0.46
C 8.385 4.058 -0.503 -0.55
O 8.001 2.688 -0.532 -0.29
C 7.974 2.264 0.765 0.58
O 7.513 1.220 1.129 -0.51
O 8.541 3.187 1.594 -0.24
H 9.826 5.510 2.288 0.27
H 9.573 6.268 0.704 0.40
H 8.192 5.796 1.721 0.34
H 10.222 3.797 0.595 0.21
H 8.970 4.315 -1.389 0.33
H 7.479 4.672 -0.483 0.32
C -6.434 4.960 4.850 -1.40
C -5.554 3.754 4.602 0.61
C -4.907 3.746 3.249 -0.21
O -4.721 2.356 3.008 -0.19
C -5.688 1.706 3.715 0.57
O -5.946 0.540 3.596 -0.51
O -6.324 2.554 4.573 -0.38
H -6.849 4.922 5.861 0.36
H -5.871 5.889 4.740 0.30
H -7.285 4.975 4.164 0.36
H -4.811 3.659 5.401 0.25
H -3.950 4.271 3.242 0.13
H -5.544 4.154 2.457 0.25
C -3.827 -8.941 -3.064 -1.48
C -3.849 -7.942 -1.927 0.88
C -4.155 -6.541 -2.362 -0.42
O -3.508 -5.764 -1.361 -0.24
C -2.474 -6.517 -0.892 0.64
O -1.605 -6.105 -0.175 -0.63
O -2.556 -7.801 -1.344 -0.38
H -3.631 -9.945 -2.679 0.23
H -4.779 -8.953 -3.598 0.38
H -3.024 -8.715 -3.772 0.39
H -4.537 -8.278 -1.145 -0.02
H -5.227 -6.336 -2.379 0.35
H -3.727 -6.281 -3.336 0.27
C 7.553 2.006 6.149 -1.42
C 7.606 3.513 6.015 0.41
C 6.952 4.031 4.769 -0.19
O 7.655 5.247 4.540 -0.29
C 8.891 5.093 5.094 0.67
O 9.810 5.845 4.926 -0.55
O 8.947 3.967 5.862 -0.35
H 8.015 1.694 7.089 0.36
H 6.523 1.643 6.132 0.38
H 8.115 1.519 5.348 0.34
H 7.190 3.985 6.912 0.25
H 5.886 4.220 4.907 0.32
H 7.091 3.381 3.899 0.12
C -0.253 8.234 1.371 -1.48
C -0.948 7.387 2.415 0.60
C -1.380 6.042 1.910 -0.60
O -2.489 5.743 2.751 -0.26
C -3.014 6.941 3.140 0.56
O -4.067 7.070 3.698 -0.51
O -2.185 7.971 2.809 -0.36
H 0.065 9.185 1.808 0.36
H 0.627 7.726 0.970 0.38
H -0.929 8.480 0.548 0.37
H -0.318 7.296 3.307 0.24
H -0.599 5.287 2.018 0.33
H -1.724 6.053 0.871 0.26
C -2.888 -12.073 -0.228 -1.45
C -3.373 -11.030 0.756 0.56
C -3.977 -11.609 2.001 -0.52
O -4.882 -10.588 2.404 -0.33
C -5.243 -9.920 1.273 0.63
O -6.134 -9.121 1.211 -0.54
O -4.458 -10.281 0.216 -0.30
H -2.431 -11.589 -1.095 0.31
H -2.149 -12.735 0.229 0.40
H -3.719 -12.674 -0.607 0.35
H -2.563 -10.330 0.992 0.23
H -3.232 -11.794 2.777 0.34
H -4.546 -12.528 1.825 0.31
C -0.356 1.804 -7.994 -1.26
C -1.072 2.912 -8.734 0.56
C -2.558 2.914 -8.527 -0.40
O -3.032 3.525 -9.721 -0.34
C -2.104 3.263 -10.686 0.61
O -2.267 3.464 -11.856 -0.53
O -0.966 2.740 -10.144 -0.35
H 0.723 1.876 -8.159 0.35
H -0.547 1.857 -6.920 0.19
H -0.662 0.821 -8.362 0.36
H -0.632 3.882 -8.478 0.22
H -2.855 3.495 -7.651 0.27
H -2.991 1.911 -8.454 0.30
```

Its spin multiplicity is 1. As for the SMILES: COCCCO[P@](=O)(OC[C@@H](C)OCc1ccccc1)ON(C(=O)F)C(=O)F.C[C@@H]1COC(=O)O1.C[C@@H]1COC(=O)O1.C[C@@H]1COC(=O)O1.C[C@@H]1COC(=O)O1.C[C@@H]1COC(=O)O1.C[C@@H]1COC(=O)O1.C[C@@H]1COC(=O)O1. The LUMO energy is -0.75 eV. The HOMO energy is -8.69 eV. The gap between HOMO and LUMO comes out at 7.95 eV.



# 2
The following is a DFT calculation (ωB97M-V/def2-TZVPD) of a single C7H7NO2 molecule in a non-equilibrium geometry.

Structure (XYZ):
```
17
Properties=species:S:1:pos:R:3:mulliken_charge:R:1
O 0.328 -0.568 1.976 -0.67
C 0.478 -1.578 1.341 0.63
O 1.170 -2.685 1.815 -0.45
C 0.142 -1.926 -0.108 -0.52
C -0.355 -1.034 -1.033 -0.29
C -0.440 0.477 -1.005 0.57
C -0.836 1.335 -1.976 -0.54
C -0.620 2.627 -1.582 -0.46
C -0.121 2.610 -0.262 -0.55
N -0.097 1.289 0.075 0.01
H 1.460 -2.540 2.701 0.33
H 0.355 -2.975 -0.216 0.36
H -0.746 -1.435 -1.959 0.30
H -1.275 0.914 -2.884 0.35
H -0.840 3.593 -2.090 0.33
H 0.152 3.439 0.352 0.40
H 0.096 0.938 0.992 0.20
```

Its spin multiplicity is 1. As for the SMILES: O=C(O)/C=C\c1ccc[nH]1. The LUMO energy is 0.10 eV. The HOMO energy is -8.07 eV. The gap between HOMO and LUMO comes out at 8.16 eV.



# 3
The following is a DFT calculation (ωB97M-V/def2-TZVPD) of a single C20H26ClN3O3S molecule in a non-equilibrium geometry.

Structure (XYZ):
```
54
Properties=species:S:1:pos:R:3:mulliken_charge:R:1
C -7.338 -0.256 -0.537 -1.05
H -8.335 -0.684 -0.605 0.42
H -7.399 0.668 0.034 0.29
H -6.993 -0.026 -1.542 0.28
C -6.398 -1.257 0.146 -0.71
N -5.021 -0.845 0.317 0.04
C -4.287 -0.637 -0.914 -0.96
C -2.802 -0.507 -0.590 -0.41
N -2.592 0.628 0.293 0.11
C -1.186 0.880 0.542 -0.54
C -0.536 1.613 -0.638 -0.91
N 0.851 1.909 -0.369 -0.01
C 1.857 1.254 -1.001 0.37
O 1.678 0.498 -1.935 -0.64
C 3.200 1.528 -0.454 0.36
C 3.653 2.202 0.656 -0.22
C 5.046 2.001 0.705 -1.12
C 5.354 1.221 -0.380 0.67
C 6.600 0.556 -0.774 -1.17
H 7.481 1.146 -0.539 0.51
H 6.585 0.258 -1.819 0.40
S 6.812 -1.049 0.231 0.36
O 7.002 -0.620 1.612 -0.59
C 5.057 -1.514 0.099 -0.09
C 4.237 -1.295 1.190 -0.31
C 2.883 -1.556 1.095 -0.75
C 2.374 -2.044 -0.100 0.59
C 3.198 -2.286 -1.189 -0.57
C 4.551 -2.021 -1.085 -0.30
H 5.204 -2.191 -1.927 0.39
H 2.779 -2.656 -2.111 0.41
Cl 0.688 -2.354 -0.234 -0.17
H 2.227 -1.377 1.932 0.43
H 4.673 -0.906 2.099 0.50
O 4.242 0.940 -1.078 -0.19
H 5.730 2.367 1.442 0.51
H 3.076 2.767 1.360 0.47
H 1.058 2.474 0.438 0.24
H -0.544 0.993 -1.536 0.40
H -1.086 2.537 -0.836 0.22
H -0.627 -0.050 0.743 0.08
H -1.106 1.518 1.428 0.49
C -3.343 0.418 1.519 -0.83
C -4.828 0.292 1.190 -0.72
H -5.394 0.133 2.111 0.46
H -5.160 1.237 0.726 0.33
H -3.189 1.276 2.178 0.44
H -3.014 -0.497 2.042 0.31
H -2.243 -0.352 -1.513 0.40
H -2.453 -1.443 -0.120 0.20
H -4.445 -1.496 -1.569 0.44
H -4.608 0.278 -1.441 0.35
H -6.787 -1.491 1.141 0.38
H -6.383 -2.185 -0.434 0.38
```

Its spin multiplicity is 1. The LUMO energy is 0.58 eV. The HOMO energy is -8.42 eV. The gap between HOMO and LUMO comes out at 9.00 eV.



# 4
The following is a DFT calculation (ωB97M-V/def2-TZVPD) of C16H19Cl2N3O2PYb as an isolated structure in a non-equilibrium geometry.

Structure (XYZ):
```
44
Properties=species:S:1:pos:R:3:mulliken_charge:R:1
C 0.564 -3.558 -2.887 -1.14
C -0.083 -2.309 -2.448 0.91
H 0.058 -4.099 -3.699 0.37
H 0.761 -4.200 -2.020 0.33
H 1.545 -3.247 -3.256 0.42
O -1.243 -2.020 -2.192 -0.43
Cl 1.344 -1.133 -2.353 -0.25
Yb 0.924 1.526 -0.498 0.97
P -0.084 0.794 -3.801 0.91
C -1.543 1.453 -4.604 -1.39
C 1.100 2.180 -3.999 -1.23
H 1.509 -0.672 -4.950 0.43
H 0.477 0.266 -6.071 0.48
H -0.157 -1.179 -5.229 0.40
C 0.502 -0.308 -5.144 -1.36
H 2.100 1.847 -3.694 0.37
H 1.106 2.462 -5.064 0.46
H -1.290 1.690 -5.637 0.48
H -1.893 2.343 -4.092 0.44
H 0.773 3.042 -3.381 0.38
H -2.338 0.710 -4.586 0.40
C -1.424 0.929 -1.430 0.37
O -2.579 0.962 -1.374 -0.19
Cl -0.503 3.551 -0.563 -0.48
N -0.291 1.809 9.061 -0.41
C -0.258 1.369 7.985 -0.06
C -0.247 0.853 6.656 0.35
C -0.973 1.464 5.632 -0.96
C -0.901 1.001 4.325 -0.41
C -0.103 -0.112 4.039 1.75
C 0.616 -0.762 5.057 -0.50
C 0.561 -0.241 6.350 -0.91
N 0.053 -0.550 2.688 0.30
C 0.610 -1.749 2.219 -0.39
C 0.697 -1.634 0.863 -0.60
N 0.213 -0.395 0.475 -0.08
C -0.203 0.207 1.597 -0.37
H -1.574 2.319 5.874 0.47
H -1.494 1.472 3.540 0.37
H 1.225 -1.651 4.797 0.19
H 1.171 -0.731 7.120 0.42
H 0.901 -2.522 2.901 0.42
H 1.069 -2.349 0.155 0.40
H -0.696 1.174 1.637 0.35
```

Its spin multiplicity is 2. Its net charge is +2. The LUMO energy (spin up / spin down) is -6.93 / -9.92 eV. The HOMO energy (spin up / spin down) is -14.27 / -14.27 eV. The gap between HOMO and LUMO (spin up / spin down) comes out at 7.35 / 4.35 eV.



Electronic energy
In order: -4492.6289 -476.1619 -2026.0493 -3355.6837
Unit: Ha